1.
DFT (ωB97M-V with the def2-TZVPD basis set) results for a structure of composition C12H21BCaN5 at a distorted geometry.

Structure (XYZ):
```
40
Properties=species:S:1:pos:R:3:forces:R:3
Ca -0.006 0.183 -0.709 -0.57 -0.15 -1.33
C 2.038 -0.244 1.455 0.46 -0.43 0.10
C 2.525 -1.118 0.296 0.51 0.20 0.45
N 1.399 -1.627 -0.491 0.73 -1.00 -0.41
C 0.635 -2.709 0.141 -0.17 -0.48 0.24
C -0.836 -2.364 0.140 -0.17 -0.96 0.00
C -1.846 -3.222 -0.279 0.06 0.17 0.08
C -3.154 -2.759 -0.245 0.09 0.03 0.06
C -3.417 -1.465 0.181 0.18 0.05 0.05
C -2.347 -0.676 0.584 -0.94 -0.14 0.22
C -2.467 0.754 1.055 -0.41 -0.16 0.30
N -1.479 1.590 0.365 -0.92 0.90 0.06
C -0.630 2.403 1.240 0.37 0.34 0.49
C 0.429 1.543 1.935 -0.32 0.44 0.33
N 1.303 0.912 0.952 0.95 0.66 0.72
N -1.105 -1.141 0.577 -0.82 -1.08 1.38
H 2.901 0.043 2.074 -0.19 -0.10 -0.04
H 1.353 -0.827 2.076 0.07 0.07 0.07
H 3.146 -1.935 0.701 -0.10 0.24 -0.15
H 3.146 -0.506 -0.370 -0.03 -0.19 0.08
H 1.761 -1.956 -1.384 -0.07 0.07 0.14
H 0.948 -2.814 1.188 0.01 -0.08 -0.18
H 0.799 -3.672 -0.352 0.03 0.15 0.09
H -1.624 -4.218 -0.629 0.08 -0.07 -0.03
H -3.963 -3.402 -0.557 -0.08 -0.05 -0.06
H -4.427 -1.084 0.192 -0.06 0.08 0.02
H -2.264 0.765 2.133 -0.12 0.05 -0.11
H -3.488 1.118 0.907 0.15 0.00 0.05
H -1.963 2.216 -0.276 0.09 -0.12 0.10
H -1.220 2.932 2.006 0.18 -0.06 -0.22
H -0.124 3.148 0.613 -0.17 -0.05 0.12
H -0.071 0.746 2.492 0.10 0.04 0.07
H 0.983 2.166 2.651 -0.13 -0.16 -0.05
H 1.969 1.604 0.606 -0.10 -0.08 -0.03
B 2.116 2.930 -3.870 0.25 0.30 -0.28
C 1.365 2.005 -2.934 -0.57 -0.67 0.60
N 0.776 1.286 -2.222 1.45 2.02 -2.70
H 1.644 2.738 -4.949 -0.11 -0.03 -0.35
H 3.266 2.617 -3.813 0.36 -0.09 0.02
H 1.926 4.042 -3.480 -0.05 0.35 0.12
```
Forces are in eV/Å.

Its HOMO-LUMO gap is 8.23 eV. The largest force on an atom is 0.07139 hartree/bohr. The molar mass is 286.23 g mol⁻¹. For the energy, the calculation gives -39346.050 eV. Its LUMO energy is -0.13162 Ha. The energy above the lowest of the compared OMol25 structures with the same formula, charge and spin is 171.93 kJ/mol. As for the net charge: +1.


2.
DFT (ωB97M-V with the def2-TZVPD basis set) results for a cluster of 12 separate species, C17H43BF4N13O23 in total at a distorted geometry.

Structure (XYZ):
```
101
Properties=species:S:1:pos:R:3:forces:R:3
N 2.797 2.962 2.280 -0.33 -0.48 -2.38
B 2.561 2.538 0.889 1.20 1.16 0.23
O 3.540 2.689 -0.138 -0.98 -1.17 2.34
C 1.128 1.827 0.512 1.43 1.25 -1.40
C 0.095 2.973 0.123 -0.46 -0.16 -0.07
F -0.054 3.091 -1.274 0.33 -0.38 2.37
F 0.562 4.228 0.566 -0.76 -1.92 -0.55
C -1.363 2.800 0.709 -2.02 2.04 -0.52
F -1.416 2.922 2.119 0.59 -1.03 -2.20
F -2.016 1.631 0.257 1.88 1.41 1.06
C 1.373 0.712 -0.615 -1.56 -0.56 1.81
C 0.284 -0.383 -0.132 1.38 -1.53 0.40
C 0.247 -0.183 1.433 0.13 1.94 -2.17
N 0.740 1.015 1.688 -1.84 -2.53 0.55
H 3.694 3.438 2.404 -0.63 -0.01 0.41
H 2.018 3.494 2.674 0.60 -0.23 0.16
H 4.401 2.634 0.329 -0.33 0.48 -0.76
H -2.010 3.667 0.317 1.02 -1.31 0.55
H 2.404 0.326 -0.369 -1.12 0.24 -0.84
H 1.216 1.002 -1.692 0.40 -0.06 1.44
H 0.718 -1.422 -0.283 -0.60 1.13 -0.01
H -0.695 -0.407 -0.708 1.00 0.31 1.20
H -0.101 -0.845 2.272 0.43 0.65 -1.10
H 0.771 1.249 2.691 0.44 0.72 -0.78
C -3.540 6.110 -1.660 0.03 0.19 -0.26
N -3.983 5.870 -0.262 -0.10 0.46 0.07
O -4.300 6.835 0.397 0.07 -0.48 -0.05
O -3.997 4.709 0.124 0.09 0.07 0.04
H -3.579 7.178 -1.860 -0.03 -0.12 0.13
H -2.521 5.738 -1.750 -0.12 -0.08 -0.02
H -4.218 5.568 -2.317 0.13 -0.07 0.08
C 2.321 5.095 6.057 -0.31 0.21 -0.05
N 3.524 4.624 5.323 0.18 -0.07 0.18
O 3.612 4.912 4.139 0.05 -0.05 0.18
O 4.336 3.984 5.955 -0.20 0.16 -0.33
H 1.686 5.650 5.370 0.15 -0.05 0.02
H 1.803 4.216 6.436 0.15 0.07 0.10
H 2.661 5.734 6.869 -0.01 -0.17 0.01
C -4.653 1.366 1.486 0.18 0.12 0.14
N -5.653 0.279 1.339 0.15 0.02 0.14
O -5.234 -0.860 1.242 -0.22 0.20 0.05
O -6.824 0.607 1.328 0.19 -0.19 0.00
H -3.661 0.928 1.480 -0.29 -0.11 0.03
H -4.780 2.046 0.645 -0.09 0.02 0.13
H -4.849 1.867 2.433 -0.15 0.02 -0.12
C 1.330 -5.364 -0.701 -0.16 -0.23 0.16
N 1.125 -3.920 -0.988 -0.05 -0.43 0.00
O -0.022 -3.510 -1.030 0.35 0.21 0.02
O 2.123 -3.245 -1.163 -0.29 0.23 0.09
H 0.361 -5.836 -0.569 0.10 0.14 -0.09
H 1.857 -5.796 -1.549 0.05 0.10 0.13
H 1.922 -5.435 0.211 0.09 0.07 -0.15
C -9.222 0.683 3.713 0.02 0.19 -0.30
N -9.650 0.447 5.115 -0.06 -0.01 0.00
O -9.969 1.419 5.776 0.12 -0.23 0.05
O -9.648 -0.704 5.504 0.01 0.33 0.02
H -9.272 1.748 3.505 0.01 -0.12 0.13
H -8.202 0.318 3.616 -0.15 -0.06 -0.03
H -9.902 0.132 3.065 0.12 -0.08 0.09
C 5.879 -3.339 -2.029 -0.19 0.20 -0.15
N 5.804 -4.811 -2.220 -0.07 -0.04 0.02
O 4.968 -5.235 -2.999 0.15 -0.09 0.17
O 6.585 -5.488 -1.581 -0.26 0.08 -0.20
H 5.128 -2.867 -2.658 0.06 -0.16 0.04
H 5.686 -3.135 -0.978 0.18 -0.06 -0.05
H 6.875 -3.018 -2.316 -0.10 -0.09 0.22
C 10.010 -1.017 -3.553 0.34 -0.02 -0.04
N 8.740 -1.346 -2.855 0.15 0.00 0.14
O 8.824 -1.872 -1.756 -0.37 0.31 -0.59
O 7.702 -1.062 -3.437 0.39 -0.18 0.44
H 10.844 -1.320 -2.926 -0.18 -0.01 0.00
H 10.018 -1.562 -4.496 -0.06 0.11 0.02
H 10.023 0.059 -3.718 -0.09 -0.11 -0.10
C 0.987 -8.225 -4.368 0.06 0.25 -0.26
N 0.547 -8.458 -2.968 -0.03 -0.22 0.02
O 0.224 -7.483 -2.309 0.02 -0.29 -0.08
O 0.541 -9.606 -2.580 -0.03 0.40 0.00
H 0.943 -7.159 -4.576 -0.03 -0.12 0.11
H 2.008 -8.594 -4.456 -0.14 -0.10 0.00
H 0.311 -8.775 -5.020 0.13 -0.07 0.09
C -6.652 2.767 6.749 -0.04 0.08 0.34
N -5.831 2.162 5.669 0.11 0.03 0.24
O -4.671 1.898 5.923 -0.22 0.00 -0.32
O -6.382 1.972 4.599 0.24 -0.04 0.03
H -6.035 2.877 7.637 0.02 -0.06 -0.17
H -6.996 3.737 6.395 -0.09 -0.16 -0.05
H -7.489 2.097 6.940 -0.04 0.13 -0.14
C 8.341 -0.672 -7.905 -0.14 0.26 -0.18
N 9.525 -1.265 -7.232 0.21 0.03 -0.04
O 10.518 -0.564 -7.127 -0.35 -0.45 0.15
O 9.414 -2.413 -6.834 0.17 0.52 -0.02
H 8.583 0.345 -8.204 0.07 -0.14 0.07
H 8.116 -1.287 -8.775 -0.04 -0.04 0.16
H 7.520 -0.680 -7.191 0.05 -0.14 -0.08
C -7.207 -1.397 -0.965 0.12 0.08 0.02
N -7.866 -2.124 -2.082 0.00 -0.04 -0.17
O -7.212 -2.312 -3.091 -0.21 -0.02 0.14
O -9.015 -2.478 -1.904 0.28 0.06 -0.09
H -6.193 -1.145 -1.263 -0.13 -0.13 -0.06
H -7.788 -0.498 -0.771 -0.06 -0.19 0.08
H -7.202 -2.058 -0.101 -0.11 0.14 -0.04
```
Forces are in eV/Å.

Its HOMO-LUMO gap is 7.90 eV. The largest force on an atom is 0.06184 hartree/bohr. The molar mass is 884.40 g mol⁻¹. For the energy, the calculation gives -96300.682 eV. Its LUMO energy is -0.16030 Ha. The energy above the lowest of the compared OMol25 structures with the same formula, charge and spin is 134.29 kJ/mol. As for the net charge: +1.